Formula: C33H40FN6O10PSbScSe4
Source: OMol25
Level of theory: wB97M-V/def2-TZVPD

ORCA input file:
```
! wB97M-V def2-TZVPD RIJCOSX def2/J DEFGRID3
* xyz 0 1
H 0.79 -4.98 -2.05
C -2.53 0.84 -3.94
C 2.63 -2.56 -2.33
C 1.48 1.53 -4.36
Se 2.47 0.55 -0.49
H -0.79 -4.19 -1.91
C 2.19 -0.53 7.09
C -2.04 1.33 3.33
C 2.03 4.01 -4.34
H 1.69 2.30 -6.09
H 3.26 -0.37 7.04
H -4.30 1.84 4.57
O 1.33 0.53 -3.70
N 0.03 0.46 6.26
C -0.95 1.37 2.46
N 1.38 2.80 -2.38
H -1.45 -1.05 6.30
C -1.19 1.06 1.08
C -1.08 -0.83 -4.48
C 2.17 5.04 -2.20
O -3.51 2.46 -1.34
H -3.70 -0.94 -6.58
H -5.12 -0.62 2.92
H 0.41 -3.68 0.48
H -4.31 1.02 -5.11
H 2.43 5.86 -1.54
C 1.71 3.85 -1.64
C -3.39 0.47 -4.97
C -0.45 1.24 5.15
H 0.26 -2.08 7.70
C -3.06 -0.60 -5.77
C -1.86 -1.25 -5.54
C 0.46 1.90 4.29
N -0.11 -2.61 -6.52
H -2.52 0.75 5.38
H -5.31 1.86 3.13
H 2.21 4.05 -5.41
C 0.22 -4.09 -2.31
N 1.84 -1.78 6.37
H 3.07 -1.59 -2.12
H -0.17 -1.35 -4.21
H -0.33 -4.35 -7.55
N -3.31 1.44 2.78
H 2.64 6.05 -4.03
C -3.44 1.71 1.45
C 1.50 0.59 6.35
H 3.27 -3.33 -1.89
C -1.46 -2.43 -6.38
H 0.91 -2.00 0.69
N -1.39 0.19 -3.68
O -0.42 0.34 0.42
H -2.77 1.67 -3.29
H 1.88 -0.64 8.13
C -1.76 1.13 4.70
H 1.74 1.54 6.83
H -4.09 -0.68 4.35
P 1.00 -2.64 -1.59
O -1.34 1.94 -1.49
O 1.60 1.43 -5.68
H 0.17 -4.00 -3.39
Sc 0.27 0.63 -1.61
Se 1.81 -1.53 3.20
H 2.41 -2.57 6.67
O 2.90 3.78 0.33
H -0.39 -1.11 4.89
H 1.30 -3.63 -7.64
C -4.50 1.32 3.63
H 2.54 -2.72 -3.41
F 1.52 2.56 4.77
H 2.00 -1.65 5.31
Se 4.11 1.76 2.72
H 0.11 -2.98 6.17
O 0.86 -4.59 -5.86
C 2.29 5.14 -3.56
C 0.30 1.75 2.95
C 0.44 -3.83 -6.99
C -4.89 -0.13 3.86
O 0.13 -1.43 -1.90
Se 5.05 -2.00 0.95
H 1.95 0.58 5.36
C 1.60 2.87 -3.70
O 0.65 3.45 0.46
C -0.42 -0.93 5.96
C 1.13 -2.93 0.17
H 3.06 3.25 1.17
H 2.14 -3.24 0.45
C -2.47 2.03 -0.86
O -2.29 -3.15 -6.90
H -5.77 -0.18 4.50
H 1.12 1.98 2.28
C 0.39 -2.03 6.62
H 0.51 -1.96 -6.07
C 1.67 3.66 -0.14
H 1.27 -5.41 -6.16
Sb 3.47 -0.37 1.73
H -4.43 2.00 1.11
C -2.42 1.60 0.57
*
```

The LUMO energy is -0.033 Eh. As for the maximum force: 1.3 eV Å⁻¹. The relative energy (zero: lowest compared OMol25 entry of this formula, charge and spin) comes out at 250.4 kJ/mol.

---

Formula: C33H40N4P2Sr
Source: OMol25
Level of theory: wB97M-V/def2-TZVPD

ORCA input file:
```
! wB97M-V def2-TZVPD RIJCOSX def2/J DEFGRID3
* xyz 0 1
Sr -2.80 -3.98 1.92
H -0.42 1.52 0.19
C -3.94 3.57 -0.21
C -2.12 -1.60 -2.04
N -0.27 -2.97 -0.66
H -5.30 -7.56 1.42
H 5.54 -0.55 -0.28
H -2.45 2.88 1.33
C -0.80 0.78 0.93
H -4.14 4.60 0.05
C -1.18 -3.99 -0.35
C -3.09 2.71 0.48
N -2.78 -0.72 1.80
C 0.80 -3.12 0.23
C -4.54 2.82 -1.28
H 1.60 -2.41 0.22
C 3.41 -0.98 -0.09
P -0.33 -1.56 -1.73
H -0.98 -5.81 0.93
C -3.23 -0.68 4.01
C 0.65 -4.27 0.96
H 2.21 -2.39 -5.88
H -2.32 -7.10 1.56
H -2.91 -2.16 -0.11
H -5.46 -0.91 3.74
H 1.60 -0.73 -3.77
C -3.30 -6.71 1.21
H -3.95 -1.10 -1.05
C 1.91 0.54 -1.27
H -5.29 3.17 -1.97
P -2.27 0.06 0.32
N 0.25 -2.31 -3.20
H -4.12 -8.09 2.61
C -5.00 -6.17 3.06
H 3.56 -1.82 0.59
C -4.01 1.54 -1.23
H 5.20 1.41 -1.80
H -4.48 -5.26 -1.60
H -0.83 -4.17 -3.29
C 4.53 -0.25 -0.57
C -4.17 -0.89 1.96
H -6.28 -4.40 -0.53
H 2.88 2.15 -2.37
H -2.02 -4.18 -0.99
H -4.16 0.70 -1.88
H -2.29 -0.86 -2.86
C 1.22 -1.71 -4.02
C 2.18 -0.56 -0.53
C -2.89 -1.25 -0.74
H 0.65 -4.61 -5.56
H -4.82 -0.82 1.10
H -5.21 -6.77 -1.16
H -2.59 -6.28 -0.75
H -4.35 -6.19 3.96
H -5.13 -4.02 3.42
C -4.72 -5.88 -0.72
H -5.19 -3.21 1.08
C 1.50 -2.56 -5.08
C -3.43 -6.21 -0.05
C -0.08 -3.55 -3.76
H -5.98 -6.52 3.44
C 0.67 -3.73 -4.92
C -5.11 -4.74 2.59
H -1.16 -0.44 3.23
C 4.33 0.86 -1.41
N -3.16 1.44 -0.12
C -4.46 -0.88 3.31
H 0.00 0.06 1.14
H -3.16 -0.51 5.08
C 3.03 1.27 -1.75
H -1.03 1.31 1.88
H 1.39 -4.75 1.61
C -0.60 -4.84 0.60
C -5.24 -4.31 1.31
C -4.46 -7.20 2.05
H -2.45 -2.59 -2.44
C -2.22 -0.63 3.09
C -5.78 -5.12 0.15
H -6.55 -5.84 0.48
H 0.90 0.87 -1.52
*
```

The LUMO energy (spin up / spin down) is -0.026 / -0.028 Eh. As for the maximum force: 3.7 eV Å⁻¹.

---

Formula: C33H41Cl3GeHgN6O2SSb
Source: OMol25
Level of theory: wB97M-V/def2-TZVPD

ORCA input file:
```
! wB97M-V def2-TZVPD RIJCOSX def2/J DEFGRID3
* xyz -2 2
H -5.05 -3.46 -1.81
C 0.63 3.39 1.74
H 3.34 -1.71 -0.10
O -0.52 -2.22 -2.98
H -3.89 3.98 1.29
C 4.54 -2.16 -3.17
H 0.78 0.48 6.51
C -1.20 0.32 3.85
C -0.49 3.69 0.97
C 1.37 0.11 5.66
H -2.02 -2.25 1.33
H -6.14 5.34 -2.09
C 1.06 -0.99 1.54
H -0.68 -2.08 6.46
H 3.06 0.65 -0.57
C -4.49 4.03 -2.52
C -0.97 -2.35 1.57
H 4.10 -3.15 -3.30
C 5.18 -0.53 -1.56
C 3.00 0.41 -1.64
C -0.90 -4.37 -3.77
N 4.36 0.50 -2.20
O -1.51 -3.71 -1.62
H 1.02 -4.85 2.62
C -3.20 3.26 -0.62
H 2.40 -0.91 3.19
C 0.05 6.04 1.22
H -1.76 0.66 4.73
H -4.66 4.04 -3.59
C 1.73 -2.90 2.88
C 2.37 -1.23 -3.25
H 2.16 -0.53 6.04
C 3.29 -1.92 -1.17
H 5.55 -2.13 -3.60
H -6.15 -1.38 -3.24
C -5.32 4.76 -1.68
H -1.47 -2.69 5.00
Cl -1.50 -5.94 -3.54
Cl 2.31 -4.99 -3.06
C -5.09 4.74 -0.31
H 0.89 2.35 1.94
C -5.26 -1.39 -2.63
C -0.60 -3.44 2.28
N 2.41 -0.92 -1.81
H 1.79 6.51 2.38
Ge 0.23 -0.89 4.40
H 3.63 0.90 -4.12
H 5.26 0.21 -4.07
H -2.77 2.73 -2.65
Sb -1.64 2.00 0.23
N 4.65 -1.88 -1.73
C 1.45 4.39 2.25
H -0.80 1.20 3.35
C -0.99 -3.37 -2.69
S -0.41 1.59 -1.73
H 6.19 -0.49 -1.98
H 1.76 -0.37 0.99
C 1.15 5.73 1.99
N -3.63 -1.99 -1.29
H -5.74 5.31 0.36
H 2.32 4.14 2.84
C 0.77 -3.79 2.61
H 1.82 0.97 5.16
C -4.05 3.99 0.21
Cl -0.41 -3.95 -5.33
H -1.37 -4.16 2.52
H -0.19 7.08 1.00
H 2.75 -3.25 3.04
H -1.89 -0.18 3.17
H -4.35 0.66 -2.81
N 3.71 -1.17 -3.85
C -4.74 -2.44 -1.91
C -3.44 3.29 -1.99
C -0.06 -1.41 0.93
H 5.24 -0.30 -0.49
N -3.35 -0.71 -1.62
C 4.26 0.16 -3.63
C -4.34 -0.34 -2.42
H 2.36 1.15 -2.11
C 1.47 -1.42 2.93
H 2.86 -2.91 -1.33
H -1.62 5.29 0.10
H 0.16 -3.23 5.41
C -0.52 -2.38 5.43
C -0.77 5.03 0.71
Hg -0.33 -0.96 -1.16
H 1.71 -0.51 -3.74
H -2.85 -2.58 -0.99
H 1.97 -2.24 -3.38
*
```

The LUMO energy (spin up / spin down) is 0.151 / 0.151 Eh. As for the maximum force: 0.4 eV Å⁻¹. The relative energy (zero: lowest compared OMol25 entry of this formula, charge and spin) comes out at 0.0 kJ/mol.